1.
Below is 2 unconnected molecules or ions with the total composition C4H14NO, with properties calculated with ωB97M-V with the def2-TZVPD basis set.

The geometry in XYZ format:
```
20
Properties=species:S:1:pos:R:3:mulliken_charge:R:1
C -0.78 0.58 0.14 -0.801
C -0.34 -0.92 0.40 0.717
C -0.57 -1.24 1.88 -1.429
C -1.08 -1.83 -0.56 -1.590
N 0.41 1.47 -0.01 -0.279
H -1.33 0.56 -0.80 0.406
H -1.39 0.95 0.95 0.431
H 0.74 -0.90 0.22 0.212
H -0.55 -2.32 2.03 0.374
H 0.16 -0.76 2.54 0.342
H -1.57 -0.90 2.13 0.373
H -2.16 -1.85 -0.39 0.364
H -0.69 -2.85 -0.53 0.418
H -0.76 -1.53 -1.56 0.429
H 0.14 2.46 -0.06 0.368
H 0.94 1.50 0.87 0.358
H 1.03 1.37 -0.83 0.337
H 2.40 1.71 -2.79 0.352
H 2.88 2.71 -1.80 0.349
O 2.54 1.79 -1.84 -0.732
```

Computed properties:
- 2S+1 = 1
- calculated total energy (eV) = -7906.3488
- ΔE to the lowest compared entry with this formula, charge and spin (kJ/mol) = 58.4
- HOMO level (eV) = -15.4
- Kohn-Sham gap (eV) = 11.995
- total charge = +1


2.
Below is 2 unconnected molecules or ions with the total composition C4H8ClNO, with properties calculated with ωB97M-V with the def2-TZVPD basis set.

The geometry in XYZ format:
```
15
Properties=species:S:1:pos:R:3:mulliken_charge:R:1
C 1.70 0.53 -0.35 -1.032
C 0.30 1.13 -0.39 0.047
N 0.03 2.06 0.42 -0.436
O -1.20 2.64 0.41 -0.291
H 1.68 -0.50 -0.53 0.313
H 2.05 0.77 0.65 0.324
H 2.35 1.06 -1.07 0.287
H -0.31 0.67 -1.18 0.432
H -1.66 2.13 -0.24 0.333
C -1.16 -1.74 0.58 -0.704
C -1.67 -0.52 0.66 -0.178
Cl -3.08 -0.32 -0.45 -0.219
H -1.51 -2.56 -0.09 0.256
H -0.19 -1.99 1.07 0.253
H -1.72 0.40 1.21 0.616
```

Computed properties:
- 2S+1 = 1
- calculated total energy (eV) = -20334.2695
- ΔE to the lowest compared entry with this formula, charge and spin (kJ/mol) = 335.9
- SMILES string = C/C=N/O.C=CCl
- HOMO level (eV) = -9.8
- Kohn-Sham gap (eV) = 10.572


3.
Below is a molecular structure, C23H43Cl3N3O4SiTb, with properties calculated with ωB97M-V with the def2-TZVPD basis set.

The geometry in XYZ format:
```
78
Properties=species:S:1:pos:R:3:mulliken_spin:R:1
C 3.30 -2.00 -7.11 0.001
C 2.62 -1.42 -8.32 0.000
H 3.44 -3.09 -7.22 0.000
H 2.68 -1.83 -6.21 -0.001
H 4.29 -1.55 -6.93 0.000
C 2.58 -2.02 -9.52 0.000
C 3.30 -3.28 -9.86 0.000
H 1.97 -1.57 -10.31 0.000
H 3.23 -4.04 -9.07 0.000
H 4.37 -3.09 -10.05 0.000
H 2.87 -3.71 -10.77 0.000
Tb 0.16 -0.04 -0.49 5.958
Cl 1.82 -0.84 -2.35 -0.003
C -0.40 2.59 -2.20 0.003
O -0.95 1.50 -1.85 0.022
N -0.97 3.46 -3.02 0.000
C -2.34 3.31 -3.49 0.000
C -0.17 4.51 -3.63 0.000
H 0.61 2.85 -1.84 0.000
H -2.93 2.72 -2.77 0.000
H -2.38 2.82 -4.47 0.000
H -2.77 4.32 -3.58 0.000
H 0.78 4.58 -3.10 0.000
H -0.71 5.46 -3.54 0.000
H 0.02 4.29 -4.69 0.000
H -3.70 2.11 3.14 0.000
H -1.85 2.27 5.10 0.000
C -3.40 1.05 3.12 0.000
C -1.64 1.22 4.87 -0.001
N -1.99 0.91 3.48 0.000
H -3.57 0.63 2.13 0.000
C -1.05 0.60 2.59 -0.004
O -1.29 0.29 1.39 0.018
H -0.57 1.02 5.02 0.000
H -0.02 0.65 2.98 0.001
H -4.01 0.54 3.87 0.000
H -2.23 0.61 5.56 0.000
H 0.83 -4.89 -1.14 0.000
H 0.05 -3.09 -3.17 -0.001
C -0.24 -4.96 -0.90 0.000
C -0.88 -3.63 -2.91 -0.001
N -0.97 -3.83 -1.46 -0.002
H -0.36 -4.94 0.19 0.000
C -1.32 -2.82 -0.67 -0.006
O -1.50 -1.63 -1.04 0.024
H -1.74 -3.04 -3.25 0.000
H -1.37 -3.09 0.40 -0.001
H -0.64 -5.89 -1.31 0.000
H -0.87 -4.62 -3.38 0.000
O 0.71 -0.45 -7.31 0.000
C 1.88 -0.12 -8.06 0.000
C 0.44 0.43 -10.10 0.000
C 1.57 0.69 -9.32 0.000
H -0.29 -0.31 -9.77 0.000
C 0.28 1.11 -11.32 0.000
H 2.55 0.47 -7.42 0.000
C 2.50 1.66 -9.70 0.000
H -0.60 0.90 -11.93 0.000
C 1.26 2.02 -11.75 0.000
C 2.37 2.30 -10.93 0.000
H 3.34 1.85 -9.03 0.000
H 1.16 2.49 -12.73 0.000
H 3.13 3.00 -11.27 0.000
Si -0.46 0.28 -6.38 -0.001
Cl 1.22 -2.14 0.77 -0.007
C -2.10 -0.39 -6.98 0.000
C -0.36 2.14 -6.62 0.000
C -0.16 -0.27 -4.65 -0.001
H -2.23 -0.28 -8.07 0.000
H -2.92 0.14 -6.48 0.000
H -2.18 -1.46 -6.74 0.000
H -0.04 -1.36 -4.62 0.001
H -0.94 0.02 -3.94 0.000
H 0.78 0.18 -4.31 0.000
H -0.41 2.41 -7.69 0.000
H 0.58 2.54 -6.21 0.000
H -1.21 2.63 -6.11 0.000
Cl 1.60 1.88 0.50 -0.001
```

Computed properties:
- 2S+1 = 7
- calculated total energy (eV) = -105097.6770
- ΔE to the lowest compared entry with this formula, charge and spin (kJ/mol) = 0.0
- <S²> = 12.667
- HOMO level (spin up / spin down) (eV) = -8.2 / -8.3
- Kohn-Sham gap (spin up / spin down) (eV) = 8.580 / 8.590


4.
Below is 3 unconnected molecules or ions with the total composition C5H12O2, with properties calculated with ωB97M-V with the def2-TZVPD basis set.

The geometry in XYZ format:
```
19
Properties=species:S:1:pos:R:3:mulliken_charge:R:1
C -1.86 1.96 -1.11 -1.236
C -1.57 0.57 -0.52 -0.259
C -0.16 0.58 -0.01 0.009
O 0.09 0.90 1.13 -0.600
H -2.88 2.01 -1.50 0.352
H -1.74 2.73 -0.35 0.324
H -1.17 2.18 -1.94 0.344
H -1.71 -0.19 -1.30 0.307
H -2.25 0.37 0.30 0.330
H 0.62 0.56 -0.80 0.346
C 0.46 -1.84 0.09 -0.734
C 1.48 -1.99 0.94 -0.425
H 0.55 -2.25 -0.90 0.325
H -0.53 -1.81 0.50 0.360
H 2.40 -2.42 0.59 0.295
H 1.34 -1.98 2.01 0.207
O 2.47 0.07 1.26 -0.716
H 1.60 0.55 1.25 0.454
H 2.84 -0.01 0.37 0.319
```

Computed properties:
- 2S+1 = 1
- calculated total energy (eV) = -9472.3391
- ΔE to the lowest compared entry with this formula, charge and spin (kJ/mol) = 269.8
- SMILES string = CCC=O.C=C.O
- HOMO level (eV) = -8.9
- Kohn-Sham gap (eV) = 9.465


5.
Below is C6H10O in the gas phase, with properties calculated with ωB97M-V with the def2-TZVPD basis set.

The geometry in XYZ format:
```
17
Properties=species:S:1:pos:R:3:mulliken_charge:R:1
C -2.08 -0.14 0.51 -1.411
C -1.07 0.86 -0.01 0.210
C 0.13 1.24 0.81 -0.813
C 0.31 0.49 -0.48 0.080
C 0.82 -0.93 -0.47 -0.647
C 2.32 -1.00 -0.68 -0.031
O 3.02 -0.05 -0.91 -0.468
H -2.83 0.37 1.13 0.383
H -1.62 -0.91 1.13 0.279
H -2.61 -0.64 -0.31 0.319
H -1.52 1.68 -0.57 0.346
H 0.44 2.28 0.85 0.257
H 0.30 0.69 1.73 0.252
H 0.69 1.07 -1.31 0.349
H 0.36 -1.54 -1.25 0.301
H 0.60 -1.45 0.48 0.246
H 2.76 -2.02 -0.64 0.349
```

Computed properties:
- 2S+1 = 1
- calculated total energy (eV) = -8430.5469
- ΔE to the lowest compared entry with this formula, charge and spin (kJ/mol) = 66.9
- SMILES string = C[C@H]1C[C@H]1CC=O
- HOMO level (eV) = -9.7
- Kohn-Sham gap (eV) = 10.789


6.
Below is C6H7NO in the gas phase, with properties calculated with ωB97M-V with the def2-TZVPD basis set.

The geometry in XYZ format:
```
15
Properties=species:S:1:pos:R:3:mulliken_charge:R:1
C 1.85 -0.21 -0.53 -1.432
C 0.49 -0.08 0.09 1.149
C -0.14 -1.09 1.04 -0.651
N -0.55 -0.99 -0.32 -0.465
C -1.77 -0.19 -0.43 -0.429
C -1.53 1.09 -0.21 -0.462
C -0.10 1.31 0.15 0.430
O 0.47 2.37 0.38 -0.620
H 2.63 0.31 0.06 0.292
H 2.15 -1.21 -0.76 0.440
H 1.80 0.33 -1.52 0.276
H -0.85 -0.80 1.77 0.320
H 0.48 -1.97 1.24 0.259
H -2.65 -0.70 -0.73 0.434
H -2.28 1.83 -0.23 0.457
```

Computed properties:
- 2S+1 = 1
- calculated total energy (eV) = -9871.3247
- ΔE to the lowest compared entry with this formula, charge and spin (kJ/mol) = 128.6
- SMILES string = C[C@]12CN1C=CC2=O
- HOMO level (eV) = -9.6
- Kohn-Sham gap (eV) = 9.965


7.
Below is a molecular structure, C38H48N6O4V, with properties calculated with ωB97M-V with the def2-TZVPD basis set.

The geometry in XYZ format:
```
97
Properties=species:S:1:pos:R:3:mulliken_spin:R:1
V 0.51 -1.58 0.04 1.053
C -3.49 2.70 -5.06 0.005
C -3.07 2.83 -3.60 -0.010
C -2.24 4.11 -3.45 -0.005
C -4.34 2.94 -2.74 -0.002
C -2.24 1.64 -3.13 -0.009
C -1.79 1.60 -1.82 0.096
C -1.03 0.51 -1.38 0.027
N -0.46 0.29 -0.14 0.300
C -0.31 1.12 0.92 0.035
C -0.84 2.40 1.17 0.098
C -0.46 3.09 2.29 0.003
C 0.46 2.50 3.18 0.135
C 1.01 1.23 3.00 -0.029
C 0.59 0.56 1.86 0.115
O 1.02 -0.68 1.52 -0.008
C 1.99 0.60 4.00 -0.009
C 1.36 -0.67 4.59 -0.005
C 2.30 1.55 5.15 0.003
C 3.31 0.27 3.29 -0.005
C -1.06 4.48 2.56 -0.014
C -0.47 5.14 3.80 0.008
C -0.79 5.39 1.36 -0.004
C -2.57 4.32 2.76 -0.001
C -0.73 -0.54 -2.27 0.116
O 0.02 -1.53 -1.71 -0.038
C -1.17 -0.54 -3.59 -0.034
C -1.91 0.57 -3.98 0.094
C -0.89 -1.70 -4.55 0.005
C -1.27 -1.35 -5.99 0.002
C -1.74 -2.90 -4.11 -0.003
C 0.60 -2.07 -4.55 -0.005
H -4.08 3.57 -5.34 0.000
H -4.11 1.82 -5.23 -0.001
H -2.63 2.66 -5.73 -0.001
H -2.82 4.98 -3.78 0.000
H -1.33 4.06 -4.05 0.001
H -1.95 4.29 -2.41 0.002
H -4.94 3.78 -3.07 0.000
H -4.10 3.09 -1.68 0.001
H -4.94 2.03 -2.82 0.001
H -2.04 2.40 -1.16 0.017
H -1.55 2.84 0.49 0.008
H 0.76 3.06 4.05 0.016
H 0.45 -0.44 5.13 0.002
H 2.06 -1.13 5.29 0.000
H 1.12 -1.41 3.82 0.000
H 1.40 1.80 5.73 -0.001
H 2.76 2.48 4.81 -0.001
H 3.00 1.07 5.83 0.000
H 3.18 -0.44 2.48 0.003
H 4.01 -0.16 4.01 0.000
H 3.76 1.18 2.88 0.001
H 0.61 5.27 3.72 -0.002
H -0.68 4.56 4.71 -0.001
H -0.91 6.12 3.93 0.000
H 0.28 5.49 1.18 0.000
H -1.20 6.38 1.55 0.000
H -1.25 5.02 0.44 0.001
H -2.79 3.67 3.61 0.000
H -3.06 3.90 1.88 0.001
H -3.03 5.30 2.95 0.000
H -2.26 0.61 -4.99 0.014
H -2.33 -1.15 -6.10 -0.001
H -1.02 -2.19 -6.63 0.000
H -0.71 -0.48 -6.35 -0.001
H -2.80 -2.70 -4.30 0.001
H -1.65 -3.09 -3.04 0.001
H -1.46 -3.80 -4.66 -0.001
H 1.22 -1.21 -4.80 0.001
H 0.78 -2.84 -5.31 0.000
H 0.94 -2.47 -3.60 0.001
N -0.39 -4.63 -0.90 0.002
C -0.40 -4.26 0.39 0.006
O -0.50 -2.97 0.65 -0.003
C -0.27 -5.17 1.42 -0.004
C 0.04 -4.67 2.72 0.000
N 0.40 -4.24 3.72 0.000
C -0.25 -6.56 1.13 0.001
N -0.27 -7.68 0.87 0.002
H -0.74 -3.98 -1.59 -0.001
H -0.44 -5.61 -1.12 0.001
N 3.49 -4.18 3.95 0.000
C 4.37 -4.13 2.94 0.000
O 5.55 -4.40 3.05 0.000
C 3.85 -3.71 1.58 0.008
C 4.69 -3.91 0.48 0.004
C 4.29 -3.49 -0.78 -0.004
C 3.07 -2.86 -0.91 0.025
N 2.27 -2.65 0.15 -0.036
C 2.65 -3.08 1.37 0.034
H 3.85 -4.50 4.84 0.000
H 2.49 -4.09 3.86 0.000
H 5.65 -4.38 0.66 0.000
H 4.91 -3.64 -1.64 0.000
H 2.71 -2.51 -1.86 -0.003
H 1.97 -2.87 2.18 -0.007
```

Computed properties:
- 2S+1 = 3
- calculated total energy (eV) = -83001.1963
- ΔE to the lowest compared entry with this formula, charge and spin (kJ/mol) = 39.3
- <S²> = 2.053
- HOMO level (spin up / spin down) (eV) = -11.0 / -11.4
- Kohn-Sham gap (spin up / spin down) (eV) = 6.183 / 5.819
- total charge = +1


8.
Below is 13 unconnected molecules or ions with the total composition C52H65N13, with properties calculated with ωB97M-V with the def2-TZVPD basis set.

The geometry in XYZ format:
```
130
Properties=species:S:1:pos:R:3:mulliken_charge:R:1
N -27.05 -30.78 -7.89 0.026
C -26.41 -29.91 -7.01 -1.072
C -25.04 -29.91 -7.34 0.602
C -24.90 -30.68 -8.44 -0.908
C -26.13 -31.28 -8.77 -0.567
H -28.02 -31.04 -7.91 0.190
H -27.04 -29.33 -6.34 0.450
H -24.32 -29.28 -6.84 0.320
H -24.01 -30.81 -9.04 0.567
H -26.38 -32.00 -9.53 0.421
N -21.10 -31.73 -5.01 0.703
C -19.87 -32.32 -5.10 -2.117
C -18.94 -31.35 -5.25 0.231
C -19.64 -30.15 -5.40 -0.313
C -20.97 -30.38 -5.22 -1.759
H -21.98 -32.21 -4.92 0.324
H -19.70 -33.38 -5.04 0.684
H -17.87 -31.48 -5.29 0.626
H -19.28 -29.17 -5.66 0.575
H -21.85 -29.76 -5.25 0.717
N -20.47 -36.82 -0.82 -0.023
C -21.26 -36.33 -1.86 -0.853
C -20.55 -35.40 -2.56 0.757
C -19.25 -35.41 -1.95 -0.633
C -19.21 -36.30 -0.88 -1.188
H -20.74 -37.59 -0.23 0.213
H -22.29 -36.65 -1.92 0.439
H -21.01 -34.85 -3.37 0.048
H -18.52 -34.72 -2.35 0.739
H -18.36 -36.60 -0.28 0.448
N -17.07 -30.66 -9.61 -0.073
C -16.24 -30.24 -10.65 -0.739
C -14.97 -30.07 -10.04 -0.977
C -15.02 -30.54 -8.74 -0.410
C -16.32 -30.94 -8.53 0.017
H -18.05 -30.91 -9.63 0.494
H -16.45 -30.14 -11.71 0.435
H -14.05 -29.82 -10.56 0.431
H -14.22 -30.48 -8.02 0.560
H -16.86 -31.34 -7.68 0.370
N -23.98 -32.78 -6.02 0.403
C -23.67 -34.09 -6.35 -0.744
C -23.30 -34.71 -5.16 -0.280
C -23.70 -33.88 -4.10 -0.097
C -24.12 -32.68 -4.64 -0.959
H -24.17 -32.12 -6.76 0.016
H -23.46 -34.37 -7.37 0.360
H -22.88 -35.69 -4.98 0.584
H -23.63 -34.15 -3.06 0.425
H -24.44 -31.76 -4.17 0.146
N -20.16 -32.01 -8.03 0.793
C -19.65 -32.77 -9.00 -0.389
C -19.78 -32.09 -10.24 -0.919
C -20.38 -30.90 -9.98 -0.806
C -20.57 -30.77 -8.55 -0.426
H -20.01 -32.23 -7.05 0.289
H -19.09 -33.66 -8.76 0.275
H -19.51 -32.35 -11.25 0.407
H -20.56 -30.15 -10.74 0.387
H -20.98 -29.97 -7.95 0.622
N -20.07 -38.30 -5.56 0.070
C -20.77 -37.14 -5.93 -0.433
C -21.89 -37.53 -6.63 -0.464
C -21.79 -38.85 -6.89 -0.847
C -20.69 -39.33 -6.22 -0.498
H -19.24 -38.39 -4.98 0.249
H -20.50 -36.19 -5.49 0.772
H -22.70 -36.91 -6.98 0.347
H -22.40 -39.48 -7.52 0.403
H -20.27 -40.33 -6.18 0.434
N -17.09 -34.64 -7.30 0.129
C -17.88 -35.38 -6.46 -0.887
C -17.55 -35.09 -5.14 -0.344
C -16.65 -34.09 -5.23 -0.199
C -16.29 -33.88 -6.54 -1.382
H -16.96 -34.74 -8.29 0.348
H -18.54 -36.14 -6.85 0.560
H -17.89 -35.52 -4.21 0.604
H -16.28 -33.57 -4.36 0.606
H -15.59 -33.20 -6.99 0.629
N -17.44 -32.16 -1.73 0.129
C -17.55 -32.66 -0.42 -0.696
C -16.41 -32.40 0.18 -0.510
C -15.54 -31.71 -0.67 -0.863
C -16.21 -31.59 -1.84 -0.052
H -18.10 -32.27 -2.48 0.222
H -18.42 -33.18 -0.07 0.475
H -16.13 -32.67 1.19 0.399
H -14.58 -31.34 -0.35 0.448
H -15.79 -31.18 -2.76 0.440
N -24.38 -29.95 -1.87 0.021
C -25.74 -30.15 -1.96 -0.370
C -26.23 -29.35 -2.99 -1.039
C -25.09 -28.91 -3.70 0.284
C -23.96 -29.24 -2.97 -1.287
H -23.81 -30.21 -1.07 0.217
H -26.25 -30.80 -1.27 0.414
H -27.29 -29.32 -3.18 0.368
H -25.05 -28.39 -4.65 0.771
H -22.92 -29.05 -3.17 0.593
N -23.26 -24.73 -8.22 0.055
C -22.35 -25.53 -7.65 -1.030
C -23.01 -26.63 -7.09 0.219
C -24.33 -26.44 -7.32 -0.243
C -24.50 -25.23 -7.99 -0.913
H -23.06 -23.81 -8.56 0.226
H -21.29 -25.31 -7.69 0.493
H -22.53 -27.45 -6.57 0.455
H -25.18 -27.04 -7.02 0.363
H -25.35 -24.70 -8.40 0.405
N -16.02 -28.63 -4.52 0.640
C -15.24 -29.46 -5.20 -0.445
C -14.09 -29.73 -4.47 -0.329
C -14.16 -28.93 -3.31 -0.762
C -15.39 -28.24 -3.36 -0.679
H -16.82 -28.18 -4.92 0.188
H -15.47 -29.67 -6.23 0.105
H -13.28 -30.38 -4.77 0.452
H -13.40 -28.78 -2.55 0.433
H -15.80 -27.38 -2.83 0.496
N -15.98 -26.23 -6.73 0.173
C -16.74 -27.00 -7.54 -0.987
C -17.98 -27.23 -6.94 0.001
C -18.04 -26.34 -5.81 -0.496
C -16.78 -25.83 -5.68 -0.805
H -15.03 -25.98 -6.95 0.228
H -16.37 -27.46 -8.45 0.380
H -18.79 -27.85 -7.30 0.612
H -18.84 -26.03 -5.16 0.411
H -16.42 -25.14 -4.93 0.452
```

Computed properties:
- 2S+1 = 1
- calculated total energy (eV) = -74344.5392
- ΔE to the lowest compared entry with this formula, charge and spin (kJ/mol) = 188.7
- HOMO level (eV) = -7.6
- Kohn-Sham gap (eV) = 8.266